{"formula": "C39H40BiN7P2Te", "method": "the ωB97M-V functional and the def2-TZVPD basis", "species": ["Bi", "C", "N", "C", "C", "N", "N", "C", "N", "N", "H", "H", "H", "H", "H", "H", "H", "H", "H", "H", "H", "Te", "C", "C", "C", "N", "C", "C", "C", "P", "C", "C", "C", "C", "C", "C", "C", "C", "C", "C", "C", "C", "P", "C", "C", "C", "C", "C", "C", "C", "C", "C", "C", "C", "C", "H", "H", "H", "H", "H", "H", "H", "H", "H", "H", "H", "H", "H", "H", "H", "H", "H", "H", "H", "H", "H", "H", "H", "H", "C", "C", "C", "N", "C", "C", "H", "H", "H", "H", "H"], "coordinates": [[-0.018312, 0.144464, 0.069998], [-4.073392, -3.629699, 1.842681], [-2.850711, -2.867672, 2.099121], [-2.215564, -3.037992, 3.403769], [-2.162389, -2.241202, 1.127954], [-0.964263, -1.763271, 1.260416], [-2.834837, -2.116320, -0.084452], [-2.396270, -1.678509, -1.316687], [-3.207993, -1.997906, -2.339804], [-1.316161, -0.986271, -1.480962], [-4.847071, -3.024294, 1.366318], [-4.488662, -3.951405, 2.791275], [-3.873894, -4.523814, 1.246525], [-2.971170, -3.334580, 4.122920], [-1.789397, -2.096228, 3.749842], [-1.439190, -3.806981, 3.372970], [-0.520318, -1.959385, 2.147394], [-3.752876, -2.525444, -0.088469], [-3.982358, -2.631393, -2.246087], [-2.990791, -1.670711, -3.266727], [-1.098331, -0.769222, -2.449934], [4.604502, -0.161836, -2.294859], [4.631792, -1.254629, -4.136272], [4.741130, -2.638628, -4.124301], [4.726894, -3.313364, -5.338947], [4.611475, -2.701021, -6.512139], [4.521183, -1.375654, -6.516006], [4.528372, -0.605597, -5.358413], [2.501986, -0.428351, -2.077156], [1.401597, 0.963257, -2.153706], [2.356254, 2.474971, -2.450167], [2.957711, 3.087407, -1.351638], [3.846412, 4.130884, -1.542549], [4.135714, 4.566716, -2.828834], [3.517584, 3.974802, -3.920206], [2.624085, 2.929290, -3.737566], [0.389552, 0.771300, -3.667252], [-0.862761, 1.382295, -3.759048], [-1.611441, 1.261561, -4.921446], [-1.121631, 0.522295, -5.990704], [0.124003, -0.086428, -5.903027], [0.877260, 0.035338, -4.744304], [1.885933, -1.471891, -0.813166], [3.122131, -2.219018, 0.280580], [3.330643, -3.596885, 0.313571], [4.369576, -4.121071, 1.069153], [5.190280, -3.278332, 1.803609], [4.977894, -1.905713, 1.781924], [3.955089, -1.374020, 1.016884], [1.071197, -2.901081, -1.620281], [0.275175, -3.819629, -0.933153], [-0.308989, -4.876270, -1.611540], [-0.083455, -5.039412, -2.974013], [0.738825, -4.154760, -3.653180], [1.306033, -3.080728, -2.978778], [4.840246, -3.180530, -3.192171], [4.815248, -4.394243, -5.369436], [4.440661, -0.906646, -7.490920], [4.461157, 0.473859, -5.414799], [2.730940, 2.738080, -0.348361], [4.316282, 4.607413, -0.692166], [4.845789, 5.369023, -2.977216], [3.728753, 4.326691, -4.921369], [2.142664, 2.472837, -4.591869], [-1.229617, 1.976113, -2.927266], [-2.568265, 1.761339, -5.005086], [-1.699952, 0.442322, -6.901635], [0.520914, -0.644503, -6.741363], [1.859200, -0.419215, -4.676375], [2.696832, -4.260841, -0.254722], [4.543717, -5.188636, 1.075623], [6.003864, -3.687762, 2.387326], [5.623292, -1.249905, 2.351784], [3.809063, -0.300166, 0.979793], [0.143338, -3.713825, 0.134060], [-0.921693, -5.593776, -1.079250], [-0.530596, -5.874833, -3.497274], [0.952973, -4.300324, -4.703956], [1.948099, -2.380751, -3.498030], [2.510180, 2.081411, 4.371458], [2.640611, 0.721300, 4.129596], [1.993581, 0.179116, 3.034065], [1.263419, 0.918095, 2.192399], [1.115439, 2.221574, 2.446590], [1.715417, 2.842873, 3.525964], [3.019405, 2.541403, 5.207523], [3.234921, 0.089135, 4.774177], [2.060454, -0.879140, 2.809885], [0.491552, 2.781454, 1.755881], [1.562364, 3.899040, 3.695631]], "forces_ev_per_a": [[-0.5, 0.2, 0.0], [0.0, -0.1, -0.1], [-0.1, -0.1, 0.1], [0.0, 0.0, 0.0], [0.2, 0.0, 0.0], [0.1, 0.1, -0.1], [-0.2, -0.1, 0.1], [0.2, 0.1, -0.2], [0.0, 0.0, 0.0], [-0.1, 0.1, 0.2], [0.0, 0.0, 0.0], [0.0, 0.0, 0.0], [0.0, 0.0, 0.0], [0.0, 0.0, 0.0], [0.0, 0.0, 0.0], [0.0, 0.0, 0.0], [-0.2, -0.1, 0.1], [0.0, 0.1, -0.1], [0.0, -0.1, 0.0], [0.0, 0.0, 0.0], [-0.1, -0.1, 0.0], [-0.7, -0.5, -0.7], [0.2, 0.2, 0.3], [0.0, 0.0, 0.0], [0.0, 0.0, 0.1], [0.0, -0.1, -0.1], [0.0, 0.0, 0.0], [0.0, 0.0, 0.0], [0.4, 0.8, 1.6], [0.6, -0.4, -1.1], [-0.2, -0.1, 0.3], [-0.1, 0.0, -0.1], [0.0, 0.0, 0.1], [0.0, 0.0, 0.0], [0.0, 0.0, -0.1], [0.0, 0.0, 0.1], [0.0, 0.2, 0.2], [0.2, 0.0, 0.0], [-0.1, 0.0, 0.0], [0.1, 0.0, 0.0], [0.0, 0.0, 0.0], [0.0, 0.0, 0.0], [0.4, -0.5, -1.1], [-0.1, 0.2, 0.0], [0.0, 0.0, 0.0], [0.0, 0.0, 0.0], [0.0, 0.0, 0.0], [0.0, 0.1, 0.0], [0.0, -0.1, 0.0], [0.0, 0.0, 0.3], [0.1, 0.0, 0.0], [0.0, 0.0, 0.1], [0.0, -0.1, -0.1], [0.0, 0.0, 0.0], [0.0, 0.1, 0.0], [0.0, 0.0, 0.0], [0.0, 0.0, 0.0], [0.0, 0.0, 0.0], [0.0, 0.0, 0.0], [0.1, 0.0, 0.0], [0.0, 0.0, 0.0], [0.0, 0.0, 0.0], [0.0, 0.0, 0.0], [0.0, 0.0, 0.0], [-0.1, 0.0, 0.0], [0.0, 0.0, 0.0], [0.0, 0.0, 0.0], [0.0, 0.0, 0.0], [0.0, 0.0, 0.0], [0.0, 0.0, -0.1], [0.0, 0.0, 0.0], [0.0, 0.0, 0.0], [0.0, 0.0, 0.0], [0.0, 0.0, 0.0], [-0.1, 0.0, 0.0], [0.0, 0.0, 0.0], [0.0, 0.0, 0.0], [0.0, 0.0, 0.0], [0.0, 0.0, 0.0], [0.0, 0.0, 0.0], [0.0, 0.0, 0.0], [0.0, 0.0, 0.1], [0.2, -0.1, 0.1], [0.0, 0.0, 0.0], [0.0, 0.0, 0.0], [0.0, 0.0, 0.0], [0.0, 0.0, 0.0], [0.1, 0.0, 0.0], [0.0, 0.0, 0.0], [0.0, 0.0, 0.0]], "mulliken_charge": [0.82, -1.08, 0.09, -1.10, 0.51, -0.22, -0.06, 0.67, -0.42, 0.16, 0.42, 0.31, 0.37, 0.30, 0.42, 0.36, -0.05, 0.07, 0.18, 0.18, -0.48, 0.22, 0.25, -0.16, -0.46, -0.60, -0.43, -0.27, -0.64, 1.16, 0.42, -0.35, -0.69, -0.58, -0.82, -0.53, -0.01, -0.36, -0.74, -0.67, -0.87, 0.20, 1.36, 0.96, -0.58, -0.72, -0.71, -0.81, -0.85, 0.85, -0.67, -0.87, -0.93, -0.86, -0.49, 0.43, 0.41, 0.41, 0.44, 0.29, 0.44, 0.41, 0.45, 0.50, 0.43, 0.47, 0.45, 0.53, 0.19, 0.39, 0.47, 0.42, 0.52, 0.70, 0.75, 0.50, 0.42, 0.53, 0.29, -0.22, -1.01, -0.33, 0.05, -0.12, -0.86, 0.42, 0.47, 0.71, 0.42, 0.46], "charge": 2, "fmax_ev_per_a": 1.88, "lumo_energy_ev": -5.3, "e_tot_ha": -3058.30184, "relative_energy_ev": 0.4782, "homo_ev": -12.10}